[1]
# C18H10AsCl2F6N4O2Se2Te2Zr

C18H10AsCl2F6N4O2Se2Te2Zr as an isolated structure (ωB97M-V with the def2-TZVPD basis set, OMol25).

Structure (ORCA input):
```
! RIJCOSX wB97M-V def2-TZVPD def2/J DEFGRID3
* xyz 0 2
Zr -0.28773 0.45086 -0.58971
Cl -0.02569 -6.49500 2.33556
C -0.40142 -4.87194 1.87120
C 0.62134 -3.96959 1.68707
C 0.38509 -2.63897 1.33030
N 1.55505 -1.93731 0.98953
C 1.75392 -0.70343 0.78395
O 0.97856 0.36463 1.00571
C 2.84823 -0.37993 -0.17450
C 4.18980 -0.68793 -0.09036
C 4.98391 -0.38838 -1.18523
C 4.40135 0.16867 -2.31468
C 3.04128 0.42574 -2.31121
N 2.27968 0.17266 -1.24802
C -0.94412 -2.22042 1.15274
C -1.96518 -3.15833 1.28370
C -1.71286 -4.46552 1.64130
Cl -3.03722 -5.56416 1.79951
N -1.29446 -0.86672 0.89659
C -2.10341 -0.33652 1.84950
O -2.66624 -0.92006 2.76038
C -2.23287 1.16192 1.78138
C -3.05800 1.81091 2.67916
C -3.09336 3.19296 2.67074
C -2.28182 3.87507 1.77919
C -1.48915 3.15640 0.90711
N -1.47592 1.81582 0.89189
H 1.64809 -4.28960 1.79263
H 4.58409 -1.16012 0.79774
H 6.04580 -0.59527 -1.16167
H 4.98693 0.40323 -3.19198
H 2.54908 0.83966 -3.17989
H -2.98702 -2.84587 1.12708
H -3.63259 1.20519 3.36426
H -3.73158 3.73175 3.35839
H -2.25455 4.95464 1.74715
H -0.84848 3.66512 0.20834
Se -2.75170 -0.02789 -4.02454
Te -3.07007 -0.12783 -1.57440
Te -0.65959 -1.39313 -4.30490
Se -0.12997 -1.97494 -2.00440
F 0.27731 1.26300 -2.78479
As 0.19565 3.04102 -2.52191
F 1.80232 3.20776 -3.04659
F 0.78150 2.55286 -0.88167
F 0.05089 4.65238 -2.00282
F -1.35957 2.62276 -1.83803
F -0.46531 3.28383 -4.06080
*
```

Computed properties:
lowest unoccupied orbital energy (spin up / spin down)	-1.143 / -2.760	eV
energy above the lowest of the compared OMol25 structures with the same formula, charge and spin	27.2	kcal/mol
electronic energy	-10203.08608	Ha
highest occupied orbital energy (spin up / spin down)	-0.289 / -0.288	Eh
<S²>	0.761



[2]
# C18H10BCl60FNP

A 16-piece molecular cluster, C18H10BCl60FNP overall at a distorted geometry (ωB97M-V with the def2-TZVPD basis set, OMol25).

Structure (ORCA input):
```
! RIJCOSX wB97M-V def2-TZVPD def2/J DEFGRID3
* xyz 0 1
C 1.81302 0.21409 -0.11146
C 1.23177 1.60083 -0.76571
F 2.28669 2.55132 -1.22591
C 0.17195 2.42488 0.17611
B -1.03176 1.34961 0.62313
P -2.39029 0.68472 -0.58227
N -3.42648 1.88763 -0.95186
H 1.23278 -0.70740 -0.60018
H 2.98212 0.07860 -0.30746
H 1.69694 0.14812 1.06976
H 0.63097 1.28575 -1.74602
H -0.33272 3.29730 -0.45798
H 0.70143 2.89952 1.10520
H -0.96584 0.99269 1.76577
H -3.04367 -0.48063 0.01071
H -1.71307 0.23133 -1.77141
H -3.07396 2.71073 -0.38462
C 4.17352 2.00878 2.91912
Cl 4.01737 0.26874 3.26906
Cl 3.66554 2.32499 1.24097
Cl 3.13999 2.93444 4.03702
Cl 5.87117 2.50689 3.12964
C -6.62649 -0.90937 -1.25355
Cl -5.03037 -1.30831 -1.93754
Cl -6.87403 0.85399 -1.31264
Cl -7.89849 -1.71988 -2.20215
Cl -6.70303 -1.46351 0.43805
C 1.50147 -3.83696 0.42999
Cl 2.46481 -3.14527 1.75969
Cl 0.01173 -2.88320 0.21734
Cl 2.45277 -3.79642 -1.07604
Cl 1.07679 -5.52303 0.81895
C 3.90156 -1.91510 7.04875
Cl 2.71644 -2.58708 8.19702
Cl 5.50955 -2.60586 7.38258
Cl 3.41347 -2.32354 5.38451
Cl 3.96655 -0.14392 7.23082
C 4.80151 6.23359 2.31361
Cl 6.39763 5.83466 1.62963
Cl 4.55396 7.99695 2.25452
Cl 3.52951 5.42308 1.36502
Cl 4.72496 5.67945 4.00522
C -11.09847 -3.15214 -4.07923
Cl -11.98035 -2.55479 -5.50753
Cl -11.01054 -1.86237 -2.85327
Cl -11.95296 -4.56028 -3.39974
Cl -9.45011 -3.63126 -4.55652
C 9.41961 8.32765 0.04102
Cl 10.45295 9.17959 1.21618
Cl 7.74436 8.28328 0.64583
Cl 9.46488 9.18465 -1.52047
Cl 10.01643 6.66318 -0.17754
C 7.61969 3.65457 -2.46861
Cl 7.34099 4.55757 -3.97907
Cl 9.36579 3.36693 -2.26219
Cl 7.00644 4.60100 -1.08914
Cl 6.76533 2.09289 -2.54404
C -1.98032 -7.84016 -1.26332
Cl -2.01462 -6.05939 -1.31073
Cl -1.09737 -8.37874 0.18738
Cl -3.64807 -8.46504 -1.20975
Cl -1.16138 -8.45739 -2.72032
C 0.41961 1.87597 8.45764
Cl 1.45295 2.72790 9.63279
Cl -1.25564 1.83159 9.06245
Cl 0.46488 2.73297 6.89615
Cl 1.01643 0.21149 8.23907
C 1.61960 11.01032 1.90687
Cl 2.58294 11.70202 3.23658
Cl 0.12986 11.96409 1.69423
Cl 2.57091 11.05087 0.40085
Cl 1.19492 9.32426 2.29584
C -6.78035 -8.12304 -4.07225
Cl -8.28293 -7.24783 -4.46065
Cl -7.03062 -9.11422 -2.61309
Cl -6.33756 -9.17798 -5.43818
Cl -5.47030 -6.95204 -3.77730
C -13.38035 -7.93994 -5.09694
Cl -14.42230 -6.63881 -4.46768
Cl -13.86963 -9.49384 -4.37569
Cl -13.54620 -8.02907 -6.86875
Cl -11.68328 -7.59786 -4.67579
C 0.67773 -8.87089 3.75501
Cl 0.64343 -7.09012 3.70760
Cl 1.56069 -9.40948 5.20571
Cl -0.99002 -9.49577 3.80859
Cl 1.49667 -9.48812 2.29802
C 6.37774 5.24292 -7.80710
Cl 5.80385 3.68673 -7.15633
Cl 7.60816 4.94491 -9.06069
Cl 5.00682 6.13050 -8.51949
Cl 7.09193 6.20954 -6.49180
*
```

Computed properties:
lowest unoccupied orbital energy	-1.045	eV
electronic energy	-28823.86437	Ha
highest occupied orbital energy	-0.325	Eh



[3]
# C18H10Cl4N2O3

An isolated molecule of C18H10Cl4N2O3 at a distorted geometry (ωB97M-V with the def2-TZVPD basis set, OMol25).

Structure (ORCA input):
```
! RIJCOSX wB97M-V def2-TZVPD def2/J DEFGRID3
* xyz 0 1
O 2.26974 -1.28337 -2.30968
Cl 1.26811 2.49839 -6.91099
Cl -2.75881 -4.66122 2.47699
Cl 2.90665 -0.25248 -5.80662
Cl -3.72686 -1.42493 1.70458
O -2.10859 2.38637 0.91060
O 1.13457 -1.23131 0.37928
C 1.53856 -0.27659 -2.46538
C 0.28001 2.43165 -4.24301
C -0.43309 -3.22530 3.15173
C 1.17208 1.88373 -5.28233
C -1.78925 -3.25452 2.58391
C 1.78213 0.71922 -4.84159
C 0.42395 1.53332 -3.21892
C -2.18729 -1.98604 2.26386
C -0.07407 -1.90200 3.05125
C -1.05538 2.00598 -1.13948
C -1.25069 1.62573 0.16723
C 0.37521 -0.21743 -0.09800
C -0.08836 1.30739 -1.86814
C 0.60715 0.18940 -1.41516
C -0.56540 0.51929 0.72871
N 1.34173 0.57632 -3.51197
N -1.09095 -1.18444 2.49048
C 1.07614 -1.09704 3.46635
C 0.58998 0.32498 3.10622
C -0.71254 0.22536 2.26485
H -2.43446 3.10732 0.35274
H 1.56870 -1.66694 -0.36098
H -0.33827 3.33602 -4.31612
H 0.17859 -4.05754 3.50259
H -1.56192 2.85076 -1.59256
H 1.32027 -1.12664 4.51669
H 2.02248 -1.30635 2.91432
H 0.45326 0.84437 4.05302
H 1.37543 0.90113 2.60680
H -1.50883 0.88739 2.68874
*
```

Computed properties:
lowest unoccupied orbital energy	-0.952	eV
energy above the lowest of the compared OMol25 structures with the same formula, charge and spin	3.2	kcal/mol
electronic energy	-2867.92510	Ha
highest occupied orbital energy	-0.295	Eh
SMILES	O=C1c2c(cc(O)c([C@@H]3CCc4cc(Cl)c(Cl)n43)c2O)-c2cc(Cl)c(Cl)n21



[4]
# C18H11Br2MnN5OS5

C18H11Br2MnN5OS5 as an isolated structure (ωB97M-V with the def2-TZVPD basis set, OMol25).

Structure (ORCA input):
```
! RIJCOSX wB97M-V def2-TZVPD def2/J DEFGRID3
* xyz 0 6
Mn -0.49772 0.43139 -0.76500
Br -0.30987 4.91558 4.21144
C -0.25535 3.90292 2.64137
C -1.23825 4.04596 1.68737
C -1.16473 3.23542 0.56377
N -0.18976 2.34999 0.37322
C 0.77217 2.24453 1.28875
C 0.77819 2.99340 2.44704
C 1.85882 1.22844 1.00133
C 3.08638 1.28671 1.62354
C 4.01527 0.30070 1.30654
Br 5.69669 0.32061 2.13372
C 3.70419 -0.67492 0.38688
C 2.45078 -0.63206 -0.20904
N 1.55208 0.29881 0.10274
H -2.05108 4.74672 1.80761
H -1.91974 3.28394 -0.21031
H 1.54267 2.86222 3.19754
H 3.33669 2.07438 2.31797
H 4.40902 -1.44956 0.12195
H 2.15359 -1.35001 -0.96673
N -2.00019 -0.97850 3.11548
C -2.00355 -0.50461 1.85232
O -0.99111 -0.67343 1.12509
C -3.17490 0.19619 1.39691
C -4.26335 0.50931 2.24767
N -5.11028 0.78808 2.97997
C -3.04220 0.57811 0.06293
N -2.58871 0.76035 -0.99190
H -1.20739 -1.51404 3.41985
H -2.81318 -0.90777 3.70233
C 2.17970 -3.01593 -4.47845
S 1.56151 -3.48848 -2.84885
C -0.13944 -3.09742 -3.03575
C -0.68902 -1.87038 -3.04250
S 0.14689 -0.32867 -2.92985
S -2.42185 -1.85094 -3.23734
C -2.70455 -3.55289 -3.31972
S -4.19107 -4.22760 -3.47747
S -1.23713 -4.44531 -3.21576
H 3.24125 -3.26294 -4.49575
H 2.04884 -1.94709 -4.63526
H 1.66970 -3.58122 -5.25566
*
```

Computed properties:
lowest unoccupied orbital energy (spin up / spin down)	-1.194 / -1.293	eV
energy above the lowest of the compared OMol25 structures with the same formula, charge and spin	0.7	kcal/mol
electronic energy	-9331.61969	Ha
highest occupied orbital energy (spin up / spin down)	-0.272 / -0.274	Eh
<S²>	8.757